Entry 1:
Below is a molecular structure, C29H51NO2SSi2V at a distorted geometry, with properties calculated with ωB97M-V/def2-TZVPD.

```
87
Properties=species:S:1:pos:R:3:forces:R:3:mulliken_spin:R:1
O -2.6448 -1.1925 -4.9155 -0.548 0.533 -0.520 0.00
C 1.4796 -2.3139 2.0337 -0.439 0.253 0.026 -0.03
H 5.5023 3.3165 -0.2518 -0.110 0.048 -0.092 0.00
H 2.6801 -0.2270 -0.5393 -0.246 0.452 -0.081 0.02
C -3.7461 -3.4516 -2.4571 -0.230 -0.522 0.094 0.00
H -2.3749 -1.9393 -4.0771 0.620 0.784 0.708 0.00
C -0.9733 4.0073 -1.5601 -0.898 0.590 0.669 -0.23
H 3.7677 0.2903 2.0519 0.046 0.134 -0.194 0.00
C -1.2952 2.8042 0.5316 -0.175 0.261 0.144 -0.08
H -1.2999 2.5694 -4.7028 0.317 -0.020 -0.111 0.00
H -4.3204 -2.3982 -6.7430 -0.020 0.059 0.014 0.00
H 0.1134 -2.4414 -3.8975 -0.266 -0.212 0.211 0.00
H -1.3092 -1.8434 -6.3198 -0.217 0.033 -0.027 0.00
H -0.5416 -4.7279 -1.9181 -0.035 0.151 -0.069 0.00
H 2.9763 0.7647 -1.9678 0.106 0.186 0.384 0.02
H 2.5023 -0.4196 -4.3043 -0.194 0.143 -0.114 0.00
C -0.2738 -0.2451 2.7182 0.019 -0.121 1.082 0.02
H 0.9663 -4.3104 -2.6982 -0.020 0.084 0.161 0.00
H -0.4934 4.1243 -2.5320 -0.044 0.096 0.148 0.00
N -0.2150 0.6605 0.5798 -0.468 -1.755 1.880 0.07
H -4.8956 0.7759 -3.3465 0.082 -0.115 0.018 0.00
C -0.5989 -3.1478 -3.4436 -0.075 0.283 -0.144 0.01
H -2.7366 0.9038 -4.6243 -0.087 -0.593 -0.080 0.00
H 1.4917 3.7906 -3.1265 0.039 -0.273 -0.063 0.00
C 2.5550 0.7997 -0.9433 2.740 -0.536 0.019 0.02
H -3.2147 -3.5744 -6.0342 0.162 0.065 0.028 0.00
C -3.2783 -2.7121 -6.6997 0.049 0.181 -0.183 0.00
H 2.1771 -3.1252 1.7940 -0.337 0.339 0.052 0.00
C -2.3718 -1.5747 -6.2838 0.013 0.183 0.112 0.00
S -1.2784 1.2218 2.8951 0.241 -0.778 0.741 0.11
H -4.4953 -3.6654 -1.6826 0.197 -0.003 -0.234 0.00
H 1.5587 -2.6993 4.1573 -0.067 0.109 -0.159 0.01
H -2.8062 -1.7744 -1.3737 0.054 -0.190 -0.183 0.00
C 0.1225 -0.4339 1.4000 0.164 1.646 -1.274 -0.07
H 2.3189 3.4504 -4.6509 0.054 0.005 0.257 0.00
H -4.2266 -2.8803 -3.2658 0.112 -0.281 0.365 0.00
C -4.1993 -0.0680 -3.3794 -0.161 0.039 0.258 0.00
C -2.5673 -2.7057 -1.8958 0.521 0.292 -0.737 0.00
C 4.4314 0.9109 1.4322 0.294 0.143 0.338 0.00
C -2.6394 4.7566 0.0497 -0.032 -0.187 0.369 -0.08
H 0.3056 -0.2565 -2.4887 0.024 0.209 -0.044 -0.02
H -1.0252 0.8811 -2.6395 0.367 0.138 0.193 -0.01
C -2.0127 4.8809 -1.1916 0.065 0.204 -0.460 0.16
H -2.3235 5.6727 -1.8760 0.039 -0.107 0.195 0.01
O -1.7566 -2.3098 -3.0866 0.239 -0.922 1.233 0.01
H -0.0329 -0.8382 4.7577 0.154 -0.211 0.001 0.00
H -0.9303 1.1693 -5.7354 0.287 0.304 0.172 0.00
H 5.0522 1.5077 2.1158 -0.105 -0.094 -0.071 0.00
H 0.9463 -0.7370 -5.1113 0.206 0.379 0.112 0.00
Si 0.8929 1.5321 -4.0652 -0.576 -0.759 1.204 -0.01
H -4.7799 -0.9923 -3.3288 -0.028 0.230 -0.044 0.00
H -4.0861 0.1506 -5.5280 0.209 -0.096 0.330 0.00
H -2.9757 -3.0205 -7.6969 -0.068 -0.171 -0.127 0.00
C -0.4860 2.0553 -5.2401 -0.231 0.289 -0.495 0.00
C 2.0154 3.0060 -3.6886 0.155 -0.011 -0.679 0.06
C 1.1300 -2.0784 3.3730 -0.050 0.019 0.149 0.05
H 5.1046 0.2333 0.8861 -0.186 0.171 0.063 0.00
C 4.5992 3.0499 -0.8165 0.312 0.332 0.077 0.01
H -3.5648 0.0151 -2.4942 0.032 -0.018 -0.130 0.00
H 2.1594 0.2956 -5.8987 -0.075 -0.092 0.265 0.00
H -1.9288 -3.3194 -1.2469 -0.385 0.339 -0.218 0.00
C 1.7153 0.0376 -4.9225 0.299 0.181 -0.230 0.00
C -0.5715 3.0209 -0.6838 0.108 0.061 0.089 0.19
H -0.9333 -3.8585 -4.2108 0.053 0.070 0.113 0.00
H 2.9271 2.7419 -3.1400 -0.233 -0.024 -0.094 0.00
C -3.4189 0.0389 -4.6569 -0.003 0.219 -0.504 0.00
C -2.3067 3.7075 0.9093 -0.011 0.141 0.096 0.20
C 0.9540 -1.4969 1.0220 -0.026 -0.621 0.535 0.08
H 0.3080 -3.2322 -1.4526 -0.006 0.050 -0.114 0.00
H -0.1256 2.7310 -6.0374 -0.183 -0.238 0.248 0.00
H -2.8177 3.5605 1.8666 0.018 0.225 -0.288 0.02
H 1.1860 -1.6755 -0.0289 0.075 0.267 0.346 0.01
H 1.5666 3.6744 0.5283 0.167 -0.241 0.093 -0.01
C 0.0456 -3.8829 -2.2874 0.183 -0.171 -0.252 0.00
C 2.2338 3.0673 1.1577 0.391 0.337 0.334 0.06
Si 3.4581 1.9718 0.2175 -0.256 -0.897 -0.650 -0.04
H -2.5175 -0.6721 -6.8911 0.075 -0.308 0.077 0.00
C 0.0776 0.8370 -2.4790 -1.614 -2.015 -4.455 0.05
V 0.7165 1.4731 -0.8674 0.065 0.964 1.027 2.05
H 1.6240 2.5324 1.8978 0.056 -0.007 -0.191 0.00
C -0.9356 1.6173 1.2646 -0.329 0.705 -1.297 0.41
H 4.1152 3.9869 -1.1205 0.056 -0.153 0.020 0.00
C 0.2419 -1.0499 3.7302 -0.058 -0.097 -0.625 -0.01
H -3.3730 -4.4002 -2.8774 -0.353 0.204 0.121 0.00
H 2.8451 3.7840 1.7278 -0.108 -0.068 -0.003 0.00
H -3.3948 5.4863 0.3551 0.170 -0.285 -0.150 0.00
H 4.9231 2.5234 -1.7240 -0.081 0.063 0.216 0.00
```
Positions in Å, forces in eV/Å.

Summary:
frontier orbital gap (alpha / beta): 3.7 / 6.4 eV
maximum force: 5.1 eV Å⁻¹
charge: 0
<S²>: 3.78
spin multiplicity: 4
electronic energy: -3261.83551 a.u.
LUMO energy (alpha / beta): -0.2 / -0.2 eV

Entry 2:
Below is a molecular structure, C29H51O16V at a distorted geometry, with properties calculated with ωB97M-V/def2-TZVPD.

```
97
Properties=species:S:1:pos:R:3:forces:R:3:mulliken_spin:R:1
H 3.0476 0.5243 -1.2872 0.063 -0.362 -0.302 0.00
O 3.2472 -4.0338 3.8060 0.011 0.313 0.365 0.00
O 4.7963 0.5541 -2.4007 -0.561 -0.286 1.071 0.00
H -1.5196 -0.7877 3.3377 0.102 -0.030 -0.183 0.00
C -3.2791 1.6980 5.4892 0.084 -1.601 -1.117 0.00
H 3.2941 -1.2156 0.3908 -0.317 -0.061 0.204 0.00
H 0.4610 -0.9037 1.0430 0.353 -0.075 0.544 0.00
C -1.7405 -1.5987 4.0521 1.605 0.999 -1.226 0.00
H -4.6787 1.9005 3.8409 0.250 -0.366 -0.129 0.00
O 2.1337 1.6045 4.8403 0.259 2.401 -4.033 -0.36
H -1.8734 3.6288 -4.8955 0.292 -0.077 -0.387 0.00
H 1.3231 0.3639 -7.8479 -0.003 0.101 -0.013 0.00
C 3.6395 1.2150 -1.8924 -0.751 0.280 0.399 0.00
H -0.2031 0.4149 -6.9300 0.012 0.047 -0.118 0.00
H -2.6884 3.9501 -0.4791 0.426 0.241 -0.142 0.00
C -0.6246 -2.6501 3.8951 -0.164 -0.021 0.099 0.00
H -0.5049 1.8945 -4.0095 0.062 -0.310 0.613 0.00
H -1.8045 0.7085 -4.3012 0.001 -0.394 1.208 0.00
H -2.3115 -3.7567 -1.4758 0.246 -0.227 -0.138 0.00
O 2.5627 -0.9336 -6.1778 -0.057 -1.400 0.877 0.00
C 1.1544 -1.5299 -3.7870 0.968 -0.165 0.906 0.00
O -1.4741 -1.0167 5.3435 -1.592 -0.134 -0.120 0.00
H 1.9803 -2.7136 1.6613 -0.052 -0.078 0.012 0.00
C -4.3152 -0.3560 -0.4127 -0.067 -0.370 0.408 0.00
H 3.6969 1.7665 -5.1383 0.297 -0.057 -0.078 0.00
H 0.8956 -2.5390 -4.1119 0.288 0.025 -0.207 0.00
C 3.4636 -3.1181 3.0737 0.159 -0.857 -0.455 0.00
C 0.5637 0.1784 1.1582 -0.053 1.381 -0.108 0.01
H -2.7795 -1.8183 3.8212 -0.052 -0.663 0.910 0.00
C 5.0570 0.9666 -3.6421 1.195 0.938 -1.397 0.00
C 4.2204 -1.1052 2.3472 0.760 0.669 -1.888 0.01
C -3.1981 -0.6128 0.6076 -0.845 0.338 -1.038 0.00
C 0.4035 -1.2730 -2.4939 -1.196 0.146 0.080 0.00
C 1.4657 -0.5212 -5.9306 0.851 2.724 -0.646 0.00
O 6.0519 0.6600 -4.2300 -0.209 -0.331 0.170 0.00
H -3.6445 -0.8106 1.5791 0.304 -0.485 0.093 0.00
H -1.8171 -4.8564 -0.1366 -0.236 0.002 -0.062 0.00
H -5.1192 0.1702 0.1036 -0.124 0.030 -0.195 0.00
H 2.3419 2.6892 -2.8399 -0.328 -0.138 -0.227 0.00
H 1.1380 0.5720 0.3149 -0.215 -0.162 -0.230 0.00
C 3.8665 -1.8757 1.0502 -1.029 0.383 -0.075 0.00
C -1.5762 1.7095 -3.9393 0.059 1.127 -2.316 0.00
H -3.7526 2.0436 6.3993 0.275 -0.005 0.101 0.00
O -2.1304 2.0461 -2.6723 0.232 -0.562 -0.128 0.00
O 0.1951 -0.9415 6.8005 0.038 0.366 0.072 0.00
H -3.2903 2.6927 -4.7503 -0.117 -0.359 -0.370 0.00
H 4.3599 2.9864 -4.0319 0.549 -0.149 -0.210 0.00
O -3.2945 -3.3134 1.2949 0.033 0.446 -0.220 0.00
C -1.4234 2.2998 4.3282 -0.340 -1.056 0.004 0.01
C -2.2160 2.9640 -0.5555 -1.800 0.745 -0.469 0.00
O 0.7838 -0.5854 -4.7697 -0.966 -0.169 -0.462 0.00
H -2.0927 2.2013 -6.0020 0.025 0.166 -0.050 0.00
O -1.8549 1.9144 5.4915 0.682 1.117 0.570 0.00
H -4.0360 3.3710 4.4013 0.366 0.100 -0.156 0.00
H 3.5511 -0.2552 2.4948 -0.482 -0.374 0.298 -0.01
H 4.6748 -2.1592 0.3778 0.476 -0.342 0.725 0.00
C -2.5735 -2.9384 0.4031 -0.305 -0.574 1.002 0.00
H -2.6452 0.3253 0.6413 0.599 -0.328 0.259 0.00
H -3.9970 0.2288 -1.2742 0.181 -0.010 0.052 0.00
H 1.0833 -1.2341 4.0050 -0.267 0.224 -0.256 0.00
H 2.2342 -1.4251 -3.6459 0.011 -0.415 0.023 0.00
H 3.9076 1.9970 -1.1748 0.466 0.186 -0.279 0.00
V 1.8661 2.3350 3.4408 -3.678 -6.505 3.091 1.35
C 3.0319 -3.0199 1.6310 -0.280 0.578 -0.526 0.00
H -2.3452 1.3431 2.7287 -0.395 0.034 -0.200 0.00
H -1.7109 2.8224 0.3926 0.565 -0.322 -0.297 0.00
O -2.3424 -1.6546 0.1053 0.351 1.117 0.012 0.00
C 0.5343 -1.9567 4.6093 -0.013 -0.239 0.420 0.00
C 2.8652 1.7757 -3.1040 1.261 -0.756 0.093 0.00
H -4.6933 -1.3119 -0.7752 -0.195 0.049 0.055 0.00
H 0.6224 -1.9883 -1.7002 0.415 -0.149 -0.249 0.00
O 1.1856 0.6068 2.3589 1.737 2.379 1.735 -0.01
H -3.3199 0.6140 5.3387 -0.490 0.041 0.753 0.00
H -0.4541 0.5822 1.1127 -0.003 0.016 -0.168 0.00
H -0.7760 -3.5140 -0.5984 -0.060 0.138 -0.169 0.00
H 3.0643 -3.9720 1.1102 0.201 -0.063 0.158 0.00
H 1.2968 -2.6075 5.0333 -0.194 -0.173 0.043 0.00
H -0.3682 -2.9341 2.8766 -0.352 0.055 -0.113 0.00
C -1.4553 2.8643 -1.8624 0.240 -0.517 1.642 0.00
H 1.0673 1.5498 -6.5467 0.268 -0.121 0.260 0.00
H -3.1104 2.3476 -0.6563 0.254 -0.417 0.394 0.00
H -2.3615 3.1655 2.6974 -0.379 -0.265 -0.511 0.00
C 4.0226 1.9533 -4.1193 -1.477 0.384 0.692 0.00
H -0.6659 -1.4101 -2.6862 -0.020 0.015 -0.018 0.00
C -0.2034 -1.2409 5.7176 0.903 -0.328 0.284 0.00
C -2.5358 2.2641 3.2822 1.026 0.944 1.214 0.00
O 4.1800 -2.0213 3.4208 0.143 0.289 0.212 0.00
C 0.8820 0.5259 -6.8697 -1.054 -0.734 -0.015 0.00
H -0.8980 -3.5439 4.4560 0.008 -0.118 -0.120 0.00
O -0.2315 2.5357 4.1653 1.570 0.831 -0.896 0.00
H 0.4649 -0.2810 -2.0398 0.467 0.149 -0.369 0.00
C -2.2306 2.6018 -5.0017 -0.323 0.619 1.025 0.00
O -0.3826 3.3719 -2.0397 0.167 -0.008 -0.657 0.00
C -3.7478 2.3332 4.2071 -1.101 0.831 -0.351 0.00
H 2.2430 0.9680 -3.4772 -0.585 0.294 0.051 0.00
H 5.1828 -0.6289 2.1445 0.408 -0.455 0.921 0.00
C -1.8122 -3.8366 -0.5090 0.164 -0.093 -0.029 0.00
```
Positions in Å, forces in eV/Å.

Summary:
frontier orbital gap (alpha / beta): 5.5 / 5.8 eV
maximum force: 8.1 eV Å⁻¹
charge: +1
<S²>: 0.82
spin multiplicity: 2
electronic energy: -3283.14023 a.u.
LUMO energy (alpha / beta): -6.5 / -6.2 eV

Question: What is the charge in the second record?
Answer: +1